No. 1
Entry from the Open Molecules 2025 dataset: a 11-piece molecular cluster, C48H129N11O13 overall in a non-equilibrium geometry (wB97M-V/def2-TZVPD).

Its maximum force is 4.00 eV Å⁻¹. The energy relative to the best compared isomer or geometry (same formula, charge and spin) comes out at 215.06 kcal per mole.

Atoms and positions in Å:
C: -0.757 -0.218 8.334
C: -1.649 -0.227 9.534
C: -1.064 0.612 10.720
O: 0.063 -0.030 11.144
C: 0.850 0.719 12.106
N: -2.980 0.301 9.352
H: -1.086 -0.892 7.542
H: 0.224 -0.634 8.562
H: -0.596 0.803 7.989
H: -1.656 -1.299 9.728
H: -1.788 0.561 11.533
H: -0.850 1.587 10.282
H: 0.279 0.937 13.009
H: 1.403 1.552 11.675
H: 1.485 -0.108 12.424
H: -3.623 0.216 10.127
H: -2.969 1.291 9.155
C: 3.376 -4.518 -8.763
C: 2.836 -3.512 -7.730
C: 1.923 -2.424 -8.439
O: 2.890 -1.767 -9.231
C: 2.178 -0.908 -10.157
N: 1.972 -4.331 -6.847
H: 4.287 -4.923 -8.322
H: 3.642 -3.996 -9.682
H: 2.627 -5.288 -8.950
H: 3.703 -3.061 -7.247
H: 1.530 -1.671 -7.755
H: 1.080 -2.889 -8.949
H: 2.773 -0.298 -10.837
H: 1.448 -0.237 -9.703
H: 1.570 -1.540 -10.803
H: 2.533 -4.874 -6.207
H: 1.351 -4.945 -7.356
C: 4.535 -6.083 -0.033
C: 4.346 -5.941 -1.576
C: 5.648 -6.223 -2.320
O: 6.706 -5.264 -2.099
C: 6.604 -4.181 -2.927
N: 3.292 -6.834 -2.035
H: 5.270 -5.382 0.361
H: 4.811 -7.125 0.132
H: 3.605 -5.769 0.440
H: 4.036 -4.945 -1.893
H: 5.319 -6.320 -3.354
H: 6.158 -7.133 -2.002
H: 6.665 -4.292 -4.009
H: 7.344 -3.503 -2.501
H: 5.758 -3.562 -2.625
H: 2.485 -6.825 -1.428
H: 3.621 -7.788 -2.013
C: 0.845 1.063 -2.255
C: 1.301 -0.294 -1.696
C: 1.381 -0.276 -0.121
O: 2.382 0.674 0.311
C: 2.916 0.427 1.612
N: 0.407 -1.368 -2.204
H: 0.379 0.926 -3.231
H: 1.564 1.882 -2.232
H: 0.073 1.534 -1.646
H: 2.350 -0.489 -1.915
H: 1.772 -1.281 0.034
H: 0.403 -0.129 0.336
H: 3.219 -0.600 1.816
H: 2.041 0.601 2.239
H: 3.694 1.154 1.844
H: 0.671 -1.414 -3.178
H: 0.697 -2.265 -1.843
C: -5.001 2.449 3.819
C: -4.160 2.421 2.501
C: -4.982 2.406 1.185
O: -5.971 1.315 1.136
C: -5.685 -0.052 1.376
N: -3.386 3.685 2.623
H: -5.931 1.884 3.893
H: -5.388 3.445 4.032
H: -4.375 2.350 4.706
H: -3.426 1.618 2.428
H: -4.252 2.324 0.379
H: -5.587 3.312 1.227
H: -4.630 -0.157 1.122
H: -6.150 -0.898 0.870
H: -5.812 -0.198 2.449
H: -3.808 4.248 3.348
H: -2.543 3.418 3.111
C: 9.785 0.567 0.246
C: 9.829 1.246 -1.157
C: 8.404 1.804 -1.541
O: 8.344 2.293 -2.799
C: 7.018 2.624 -3.078
N: 10.977 2.117 -1.251
H: 9.166 1.216 0.866
H: 10.784 0.484 0.674
H: 9.312 -0.414 0.210
H: 9.995 0.414 -1.841
H: 8.162 2.678 -0.937
H: 7.663 1.070 -1.225
H: 6.289 1.817 -3.153
H: 6.970 3.257 -3.964
H: 6.500 3.210 -2.319
H: 11.734 1.465 -1.104
H: 11.025 2.630 -0.383
C: -3.821 -6.928 6.501
C: -3.536 -6.389 5.123
C: -2.151 -6.591 4.593
O: -1.890 -6.132 3.261
C: -2.076 -4.697 3.258
N: -4.330 -7.232 4.231
H: -3.101 -6.541 7.222
H: -3.769 -8.006 6.350
H: -4.831 -6.778 6.881
H: -3.894 -5.362 5.197
H: -1.787 -7.615 4.678
H: -1.476 -6.137 5.319
H: -1.379 -4.281 3.985
H: -3.057 -4.362 3.595
H: -1.897 -4.264 2.273
H: -3.999 -7.072 3.290
H: -5.258 -6.833 4.243
C: 6.352 -1.072 8.873
C: 6.353 -2.490 9.048
C: 5.318 -3.396 8.233
O: 5.550 -4.768 8.498
C: 4.995 -5.678 7.504
N: 7.745 -2.975 8.874
H: 6.097 -0.683 7.886
H: 7.217 -0.519 9.239
H: 5.556 -0.733 9.536
H: 6.102 -2.623 10.100
H: 5.454 -3.226 7.165
H: 4.308 -3.078 8.492
H: 4.937 -5.384 6.456
H: 3.966 -5.914 7.774
H: 5.414 -6.656 7.740
H: 7.430 -3.787 8.363
H: 8.007 -3.487 9.704
C: 1.413 5.419 -7.253
C: -0.021 6.003 -7.489
C: -1.127 4.914 -7.648
O: -2.293 5.633 -7.912
C: -3.451 4.994 -8.487
N: -0.515 6.833 -6.343
H: 2.200 6.170 -7.187
H: 1.630 4.820 -8.137
H: 1.350 4.886 -6.305
H: 0.217 6.618 -8.357
H: -1.352 4.249 -6.815
H: -0.829 4.198 -8.414
H: -4.234 5.673 -8.824
H: -3.891 4.399 -7.687
H: -3.160 4.351 -9.318
H: -1.319 7.256 -6.784
H: 0.099 7.623 -6.206
C: -5.469 -0.518 -5.829
O: -6.853 -0.857 -6.007
C: -7.009 -1.988 -6.831
C: -8.525 -2.221 -6.853
N: -9.222 -2.780 -5.690
C: -9.193 -1.865 -4.491
C: -10.045 -2.431 -3.352
O: -11.373 -1.913 -3.203
C: -12.191 -2.609 -4.131
H: -5.254 -0.062 -6.795
H: -4.871 -1.354 -5.465
H: -5.326 0.297 -5.120
H: -6.460 -2.806 -6.365
H: -6.637 -1.978 -7.856
H: -8.724 -2.816 -7.744
H: -8.848 -1.185 -6.955
H: -8.632 -3.575 -5.494
H: -9.500 -0.821 -4.554
H: -8.172 -1.668 -4.165
H: -9.722 -2.136 -2.354
H: -10.002 -3.514 -3.241
H: -13.255 -2.389 -4.038
H: -12.244 -3.652 -3.817
H: -11.830 -2.576 -5.159
C: -3.925 10.751 2.838
O: -3.183 10.105 1.849
C: -3.748 8.891 1.330
C: -2.815 8.501 0.204
N: -1.558 7.978 0.808
C: -0.630 7.534 -0.226
C: 0.559 6.877 0.443
O: 1.332 7.565 1.441
C: 2.093 6.662 2.295
H: -4.313 10.014 3.542
H: -4.820 11.230 2.440
H: -3.313 11.588 3.173
H: -4.670 9.153 0.812
H: -3.910 8.099 2.061
H: -2.609 9.292 -0.517
H: -3.187 7.628 -0.332
H: -1.789 7.132 1.309
H: -0.430 8.353 -0.917
H: -1.263 6.830 -0.767
H: 1.131 6.417 -0.362
H: -0.018 6.045 0.848
H: 1.559 5.732 2.491
H: 2.490 7.290 3.094
H: 2.934 6.388 1.659


No. 2
Entry from the Open Molecules 2025 dataset: a 15-piece molecular cluster, C48H129N3O15 overall in a non-equilibrium geometry (wB97M-V/def2-TZVPD).

Its maximum force is 2.95 eV Å⁻¹. The energy relative to the best compared isomer or geometry (same formula, charge and spin) comes out at 7.65 kcal per mole.

Atoms and positions in Å:
C: -3.003 5.797 2.568
C: -4.143 4.966 1.965
C: -5.406 4.838 2.800
O: -4.497 5.631 0.745
H: -2.304 5.949 1.683
H: -2.484 5.183 3.281
H: -3.262 6.794 2.929
H: -3.820 3.957 1.740
H: -6.040 4.215 2.194
H: -5.893 5.807 2.995
H: -5.200 4.254 3.731
H: -4.976 4.957 0.219
C: 3.290 -2.172 1.898
C: 3.407 -3.470 2.671
C: 3.578 -3.354 4.157
O: 2.317 -4.378 2.420
H: 4.037 -1.380 2.093
H: 2.304 -1.779 2.165
H: 3.266 -2.436 0.832
H: 4.322 -3.976 2.336
H: 2.809 -2.769 4.697
H: 4.443 -2.789 4.423
H: 3.637 -4.347 4.622
H: 2.204 -4.496 1.498
C: -4.736 1.678 -1.532
C: -4.662 1.424 -0.029
C: -5.953 0.947 0.746
O: -3.625 0.528 0.289
H: -5.474 2.380 -1.848
H: -4.891 0.768 -2.090
H: -3.776 2.156 -1.838
H: -4.432 2.348 0.467
H: -6.271 -0.007 0.379
H: -6.747 1.658 0.525
H: -5.796 0.707 1.816
H: -2.842 1.001 -0.094
C: 2.734 3.568 3.852
C: 3.614 2.948 2.812
C: 3.074 1.675 2.260
O: 3.667 4.009 1.833
H: 1.697 3.662 3.463
H: 3.099 4.503 4.243
H: 2.699 2.874 4.675
H: 4.633 2.806 3.237
H: 3.674 1.397 1.373
H: 2.049 1.791 1.906
H: 3.176 0.873 2.917
H: 4.233 3.739 1.048
C: 1.462 7.321 3.017
C: 1.661 7.392 1.492
C: 3.069 7.783 1.060
O: 1.414 6.057 0.921
H: 0.605 6.669 3.241
H: 1.235 8.360 3.409
H: 2.315 6.830 3.565
H: 0.949 8.061 1.096
H: 3.166 7.919 -0.044
H: 3.723 7.022 1.360
H: 3.461 8.649 1.545
H: 1.956 5.379 1.419
C: -2.297 -6.703 -5.470
C: -1.064 -5.873 -5.336
C: -1.249 -4.742 -4.391
O: -0.035 -6.669 -4.862
H: -3.118 -6.114 -5.890
H: -2.683 -7.085 -4.510
H: -2.138 -7.565 -6.074
H: -0.908 -5.516 -6.331
H: -0.296 -4.147 -4.314
H: -1.337 -5.306 -3.428
H: -2.129 -4.201 -4.597
H: 0.408 -7.016 -5.662
C: -0.486 1.459 -4.367
C: 1.025 1.118 -4.166
C: 1.918 1.908 -5.122
O: 1.533 1.435 -2.888
H: -1.184 1.168 -3.549
H: -0.772 0.927 -5.245
H: -0.606 2.523 -4.460
H: 1.133 0.060 -4.440
H: 2.919 1.447 -5.200
H: 2.067 3.024 -4.791
H: 1.541 2.005 -6.189
H: 1.244 0.789 -2.193
C: -3.907 -2.525 -1.916
C: -4.865 -3.619 -1.658
C: -6.235 -3.220 -2.144
O: -4.388 -4.813 -2.312
H: -3.967 -2.301 -2.977
H: -2.874 -2.786 -1.696
H: -4.074 -1.633 -1.357
H: -4.824 -3.911 -0.637
H: -6.896 -4.082 -1.836
H: -6.303 -2.996 -3.195
H: -6.558 -2.382 -1.524
H: -4.466 -4.752 -3.267
C: 2.045 -6.857 0.186
C: 3.035 -7.013 -0.920
C: 2.428 -7.143 -2.298
O: 3.863 -5.816 -0.848
H: 2.549 -6.826 1.119
H: 1.502 -7.782 0.211
H: 1.316 -6.062 0.152
H: 3.675 -7.890 -0.734
H: 3.164 -7.013 -3.119
H: 1.655 -6.342 -2.574
H: 1.972 -8.126 -2.311
H: 4.311 -5.836 -1.720
C: -1.153 -4.288 2.373
C: -0.754 -4.897 3.679
C: -1.874 -5.352 4.635
O: 0.086 -6.045 3.451
H: -0.335 -4.000 1.715
H: -1.619 -3.276 2.531
H: -1.809 -5.009 1.869
H: -0.160 -4.164 4.278
H: -2.411 -6.255 4.299
H: -2.649 -4.590 4.809
H: -1.388 -5.507 5.600
H: 0.969 -5.628 3.228
C: -2.063 -6.588 -0.797
C: -3.262 -7.509 -0.928
C: -4.539 -7.197 -0.092
O: -3.553 -7.640 -2.302
H: -1.546 -6.604 0.232
H: -2.371 -5.551 -0.970
H: -1.286 -6.855 -1.472
H: -2.869 -8.450 -0.545
H: -4.259 -7.079 0.962
H: -5.036 -8.166 -0.056
H: -5.225 -6.430 -0.414
H: -4.227 -6.960 -2.500
C: 0.817 -0.508 4.194
C: -0.638 -0.602 4.473
C: -1.139 -1.821 5.168
O: -1.042 0.620 5.195
H: 1.177 0.471 3.827
H: 1.009 -1.231 3.346
H: 1.401 -0.901 5.034
H: -1.049 -0.509 3.476
H: -0.573 -2.082 6.059
H: -1.159 -2.695 4.511
H: -2.118 -1.640 5.560
H: -1.982 0.616 5.399
C: 7.520 4.268 0.367
C: 7.405 3.222 -0.709
C: 6.270 3.476 -1.647
O: 5.065 3.327 -0.923
C: 4.082 2.888 -1.798
N: 8.657 3.224 -1.436
H: 6.608 4.572 0.859
H: 8.059 5.128 0.007
H: 8.248 3.947 1.078
H: 7.259 2.251 -0.218
H: 6.248 2.718 -2.416
H: 6.411 4.440 -2.148
H: 3.101 3.046 -1.357
H: 4.280 1.783 -2.066
H: 4.155 3.459 -2.735
H: 8.609 2.771 -2.338
H: 9.384 2.774 -0.881
C: -1.731 5.318 -3.082
C: -0.672 5.445 -1.985
C: 0.094 6.781 -2.146
O: 1.104 6.652 -3.226
C: 2.064 5.670 -3.083
N: -1.182 5.231 -0.672
H: -2.127 4.312 -3.143
H: -1.379 5.622 -4.086
H: -2.576 6.006 -2.761
H: 0.099 4.586 -2.069
H: 0.623 7.033 -1.201
H: -0.558 7.600 -2.449
H: 2.333 5.545 -2.036
H: 2.982 5.959 -3.626
H: 1.817 4.653 -3.408
H: -0.491 5.392 0.038
H: -1.960 5.905 -0.565
C: -0.998 2.419 1.640
C: -0.450 1.775 0.377
C: -0.365 0.273 0.612
O: 0.022 -0.406 -0.598
C: 0.005 -1.827 -0.404
N: -1.400 1.978 -0.750
H: -0.444 2.049 2.547
H: -2.032 2.263 1.674
H: -0.914 3.509 1.590
H: 0.489 2.194 0.178
H: -1.352 -0.143 0.918
H: 0.406 0.056 1.401
H: 0.607 -2.023 0.510
H: 0.559 -2.285 -1.211
H: -1.041 -2.191 -0.295
H: -0.974 1.665 -1.642
H: -1.682 2.942 -0.810


Which of these has the lowest energy relative to the best compared isomer or geometry (same formula, charge and spin)? C48H129N3O15


Look up the maximum force of the first one. 4.00 eV Å⁻¹